ORCA calculation (ωB97M-V/def2-TZVPD) on a structure of composition C20H38LiN2O13 at a distorted geometry.

```
74
Properties=species:S:1:pos:R:3:forces:R:3
C 5.09516 -1.22474 -1.18451 1.548 0.921 -1.959
C 4.45216 -0.97174 0.20149 -1.883 -1.226 -5.723
H -4.04584 -0.06074 2.77549 -0.924 0.378 -0.373
O -2.87984 0.53026 -1.13351 -1.196 -0.434 0.028
C 0.96716 -2.52574 -0.24051 -0.537 5.090 2.087
O -0.00584 -0.16574 2.23549 1.257 -1.869 0.545
H 1.26916 -3.42174 -0.52851 0.673 -4.214 -2.506
H 4.49216 -0.89074 -2.01651 -0.534 0.393 -0.066
O -0.86884 2.77026 -2.09151 -0.666 2.873 -1.516
O -1.59484 4.04326 -3.73051 -3.211 -2.793 -8.780
C -3.36384 5.49426 -4.43351 -5.702 -0.444 2.064
O 1.49616 1.34326 -2.15651 0.119 3.797 2.279
O -0.94784 1.80126 2.36249 0.522 -0.167 -1.203
C -1.50684 5.97826 -2.81551 0.457 6.362 -1.255
H -3.68684 -1.49174 2.67749 14.328 -9.666 3.660
H -6.18784 0.17126 1.07149 -0.197 2.240 1.802
O 2.32116 0.11426 -3.61951 4.085 0.388 -2.820
H -5.24384 -1.35274 3.13449 -0.456 -0.252 0.564
H 4.02616 0.02826 0.26649 -0.374 -0.304 -0.172
H 5.45716 -2.19874 -1.58451 -0.691 -0.173 1.394
H 5.24816 -4.93074 1.14149 -0.557 0.514 -0.230
O -0.02084 -1.80674 -0.87351 1.296 3.127 -2.681
O -3.38784 -0.90174 0.44949 -1.764 -1.031 -0.375
H 2.88316 -4.14574 0.73249 0.495 0.972 -0.515
H 4.94316 -3.66774 2.16049 -0.990 1.094 5.647
H -3.90884 5.20626 -3.35951 0.344 0.438 -3.130
H 6.07916 -0.67274 -1.36351 -1.365 -0.101 0.885
C 3.01716 -1.67674 1.92349 4.946 -0.980 -0.307
C 2.19916 -1.57974 -0.34851 -1.631 0.836 -1.027
H 0.23416 -0.35174 5.69949 0.538 -0.559 -1.868
C -5.70284 -0.42874 0.38249 0.540 -0.433 2.663
C 3.72716 -3.50974 0.36449 1.646 0.115 1.281
O -4.96184 0.25226 -0.49851 -4.226 3.436 -3.282
H 0.84116 -1.59374 4.46049 -0.472 -1.349 0.421
H -5.10584 -2.22174 0.78049 1.774 -1.268 0.348
H 3.89816 -1.73574 2.63749 -0.767 -0.861 -1.174
O -1.09884 5.00526 -1.98251 0.866 -0.521 2.683
H 5.92216 -3.37674 0.92549 -0.052 0.437 -0.761
H 2.77616 -0.71774 2.12949 -0.909 3.590 -0.852
H -1.53184 -2.82574 -0.24051 -0.968 0.444 -2.462
C -4.40684 -1.07174 2.54049 -12.954 8.732 -3.866
O 0.30116 0.18526 -3.42851 -4.293 0.853 -1.308
H -1.48184 5.54926 -5.16051 0.020 -0.208 2.660
C -2.00384 5.31526 -4.10851 4.013 2.258 -1.936
Li -0.54984 0.75726 -1.68051 0.068 0.729 -0.164
H 0.46316 -2.65674 0.67249 0.432 -0.470 2.534
H -1.85684 1.50926 4.06349 -3.434 -0.147 1.195
C -0.94184 1.33626 3.67949 2.947 -0.091 0.457
H 2.23116 -2.17074 2.26849 -3.196 -2.924 1.151
H -1.69184 -2.14674 -2.11851 -1.200 1.981 -0.267
C 4.99116 -3.85174 1.21049 0.537 -1.823 -5.146
H 2.26916 -1.57374 -1.48751 1.154 0.003 1.370
C -1.13584 -2.45974 -1.28851 1.471 -6.285 2.103
C -4.62084 -1.28274 1.04549 -2.110 -0.375 1.724
H 4.00016 -3.70574 -0.65751 -0.477 -0.066 -0.497
H -6.58684 -0.82574 0.01549 -0.976 -1.990 -1.839
N 3.39516 -2.02374 0.47149 -1.324 1.951 1.996
C -1.14684 3.86226 -2.63451 2.454 -4.897 8.136
H -0.56484 6.60726 -3.11151 -1.746 -0.627 0.745
H 2.00816 -0.47174 -0.08851 -0.071 -1.936 -0.200
C -0.25584 0.94726 1.57249 -1.451 1.360 -1.465
H -3.78784 6.48026 -4.75351 1.325 -0.099 0.995
H -2.28684 6.68926 -2.27451 1.497 -1.509 -1.268
H -0.73784 -3.43174 -1.83751 -0.798 1.014 1.179
C 0.57116 -0.57674 4.61549 0.968 0.635 1.265
H -1.35784 -0.87174 3.67649 1.145 0.862 -0.164
N 1.38116 0.73826 -3.19651 0.247 -5.814 2.418
H -0.34184 2.06426 4.26249 0.540 -0.894 -0.113
H -3.69984 4.97726 -5.34251 0.072 -0.972 0.738
C -0.45684 -0.17474 3.62249 -2.213 1.820 -0.862
C -3.76584 -0.00674 -0.48451 8.503 0.660 -1.074
H 5.22916 -1.01074 0.77749 3.935 -0.739 4.429
H 1.57816 -0.16074 4.44649 -0.587 0.902 0.105
O -0.03484 1.16526 0.40249 0.139 -0.695 1.659
```
Positions in Å, forces in eV/Å.

Results
energy relative to the best compared isomer or geometry (same formula, charge and spin): 3.102 eV
electronic energy: -51141.4003 eV
gap between HOMO and LUMO: 7.834 eV
lowest unoccupied orbital energy: -2.0268 eV
charge: +1
HOMO level: -9.86 eV